Record 1
{"formula": "C48H54F6N6O3", "method": "ωB97M-V with the def2-TZVPD basis set", "species": ["C", "C", "C", "C", "C", "C", "C", "C", "C", "C", "C", "C", "N", "N", "N", "C", "C", "C", "C", "C", "C", "C", "C", "C", "C", "C", "C", "C", "C", "C", "C", "C", "F", "F", "F", "C", "C", "C", "F", "F", "F", "C", "C", "C", "H", "H", "H", "H", "H", "H", "H", "H", "H", "H", "H", "H", "H", "H", "H", "H", "H", "H", "H", "H", "H", "H", "H", "H", "H", "H", "H", "H", "H", "H", "H", "H", "H", "H", "H", "H", "H", "H", "H", "C", "C", "O", "C", "C", "C", "C", "N", "N", "C", "N", "C", "C", "C", "C", "C", "C", "O", "O", "H", "H", "H", "H", "H", "H", "H", "H", "H", "H", "H", "H", "H", "H", "H"], "coordinates": [[3.20, 0.78, 2.48], [3.05, -0.65, 1.95], [3.12, -1.64, 3.11], [4.08, -0.94, 0.86], [5.32, -1.48, 1.20], [6.35, -1.50, 0.27], [6.15, -0.98, -1.01], [4.91, -0.48, -1.39], [4.81, 0.07, -2.81], [4.84, -1.07, -3.83], [5.90, 1.10, -3.15], [3.83, -0.54, -0.48], [2.56, 0.03, -0.84], [2.59, 1.30, -1.34], [1.31, 1.63, -1.63], [0.97, 2.90, -2.24], [0.35, 2.95, -3.50], [0.32, 1.70, -4.40], [1.70, 1.37, -4.96], [-0.71, 1.78, -5.52], [-0.16, 4.17, -3.95], [0.08, 5.34, -3.24], [0.81, 5.30, -2.06], [1.27, 4.08, -1.55], [2.04, 4.10, -0.23], [1.14, 4.51, 0.94], [3.29, 4.97, -0.30], [0.48, 0.59, -1.30], [-0.93, 0.65, -1.53], [-1.70, 1.75, -1.08], [-3.06, 1.76, -1.32], [-3.89, 2.85, -0.70], [-4.95, 3.20, -1.47], [-4.39, 2.45, 0.53], [-3.15, 3.98, -0.47], [-3.68, 0.77, -2.08], [-2.92, -0.31, -2.52], [-3.57, -1.39, -3.35], [-2.69, -2.36, -3.75], [-4.56, -2.03, -2.64], [-4.15, -0.88, -4.48], [-1.58, -0.42, -2.18], [1.21, -0.46, -0.79], [0.60, -1.64, -0.35], [3.14, 1.52, 1.67], [2.41, 1.01, 3.21], [4.17, 0.90, 2.97], [2.07, -0.76, 1.48], [3.12, -2.67, 2.74], [4.02, -1.48, 3.71], [2.25, -1.51, 3.76], [5.48, -1.87, 2.21], [7.34, -1.89, 0.54], [6.96, -0.98, -1.74], [3.85, 0.59, -2.89], [4.07, -1.82, -3.59], [4.65, -0.69, -4.84], [5.82, -1.57, -3.82], [5.87, 1.94, -2.44], [6.90, 0.66, -3.13], [5.72, 1.50, -4.15], [0.02, 0.87, -3.75], [2.45, 1.32, -4.16], [1.67, 0.40, -5.47], [2.02, 2.15, -5.67], [-1.71, 2.02, -5.13], [-0.42, 2.52, -6.27], [-0.78, 0.80, -6.02], [-0.72, 4.21, -4.88], [-0.28, 6.30, -3.62], [1.02, 6.22, -1.50], [2.38, 3.07, -0.06], [0.24, 3.89, 0.97], [1.68, 4.38, 1.89], [0.84, 5.56, 0.83], [3.95, 4.61, -1.10], [3.04, 6.01, -0.51], [3.84, 4.92, 0.65], [-1.22, 2.55, -0.51], [-4.74, 0.82, -2.32], [-1.00, -1.31, -2.44], [-0.49, -1.71, -0.48], [1.17, -2.44, 0.09], [-3.24, -6.88, -1.45], [-2.86, -6.15, -0.19], [-3.11, -4.76, -0.42], [-2.71, -3.93, 0.61], [-3.11, -2.56, 0.31], [-3.93, -1.96, 1.25], [-4.94, -0.90, 0.92], [-3.71, -2.41, 2.50], [-4.38, -2.07, 3.53], [-3.50, -1.90, 4.64], [-4.30, -1.66, 5.73], [-3.89, -1.55, 7.05], [-4.84, -1.49, 8.10], [-4.41, -1.42, 9.42], [-3.04, -1.38, 9.73], [-2.10, -1.46, 8.70], [-2.52, -1.53, 7.36], [-2.27, -1.92, 4.59], [-2.09, -4.36, 1.58], [-2.85, -7.90, -1.42], [-4.34, -6.93, -1.56], [-2.83, -6.37, -2.34], [-3.48, -6.49, 0.66], [-1.79, -6.30, 0.04], [-3.19, -2.28, -0.74], [-5.50, -1.19, 0.02], [-5.64, -0.79, 1.75], [-4.50, 0.08, 0.72], [-5.28, -1.61, 5.45], [-5.91, -1.52, 7.85], [-5.15, -1.39, 10.22], [-2.72, -1.29, 10.77], [-1.03, -1.49, 8.92], [-1.79, -1.57, 6.55]], "relative_energy_ev": 0.968, "total_charge": 0, "e_tot_ev": -82037.5148, "homo_lumo_gap_ev": 4.95}

Record 2
{"formula": "C48H54I2N6O2PRuSSe", "method": "ωB97M-V with the def2-TZVPD basis set", "species": ["Ru", "I", "C", "C", "C", "I", "C", "O", "C", "C", "N", "C", "C", "C", "C", "C", "C", "N", "C", "H", "H", "H", "H", "H", "H", "H", "H", "H", "H", "H", "O", "P", "C", "C", "C", "C", "C", "C", "C", "C", "C", "C", "C", "C", "C", "C", "C", "C", "C", "C", "H", "H", "H", "H", "H", "H", "H", "H", "H", "H", "H", "H", "H", "H", "H", "C", "C", "C", "C", "N", "C", "S", "N", "C", "C", "C", "C", "H", "H", "H", "H", "H", "H", "H", "H", "H", "H", "H", "H", "H", "H", "H", "H", "H", "H", "H", "H", "C", "N", "C", "Se", "N", "C", "C", "C", "C", "C", "C", "H", "H", "H", "H", "H", "H", "H", "H"], "coordinates": [[0.77, -1.03, 0.94], [6.58, -0.89, -3.67], [4.86, -1.49, -2.68], [3.69, -1.70, -3.38], [2.52, -2.03, -2.70], [0.79, -2.43, -3.78], [2.48, -2.12, -1.30], [1.35, -2.32, -0.62], [3.70, -2.02, -0.64], [3.70, -2.33, 0.81], [2.90, -1.34, 1.54], [2.94, -1.52, 3.00], [2.18, -0.38, 3.60], [2.67, 0.39, 4.63], [1.89, 1.43, 5.13], [0.64, 1.65, 4.57], [0.23, 0.83, 3.54], [0.99, -0.16, 3.05], [4.87, -1.68, -1.32], [3.68, -1.62, -4.46], [4.73, -2.35, 1.18], [3.25, -3.31, 1.00], [3.22, -0.39, 1.31], [3.95, -1.56, 3.39], [2.44, -2.47, 3.23], [3.64, 0.18, 5.05], [2.26, 2.05, 5.93], [0.00, 2.44, 4.92], [-0.74, 0.97, 3.08], [5.81, -1.60, -0.78], [1.88, 0.94, 0.70], [2.31, 2.38, 0.47], [0.92, 3.51, 0.34], [1.02, 4.68, -0.41], [-0.06, 5.56, -0.46], [-1.23, 5.27, 0.22], [-1.33, 4.10, 0.96], [-0.26, 3.22, 1.01], [3.28, 2.53, -1.02], [4.25, 3.52, -1.15], [4.97, 3.63, -2.33], [4.72, 2.75, -3.37], [3.76, 1.76, -3.24], [3.04, 1.64, -2.07], [3.32, 2.93, 1.84], [3.00, 4.04, 2.61], [3.81, 4.42, 3.67], [4.95, 3.68, 3.96], [5.29, 2.57, 3.19], [4.47, 2.20, 2.14], [1.93, 4.91, -0.95], [0.02, 6.47, -1.04], [-2.06, 5.96, 0.19], [-2.25, 3.87, 1.49], [-0.34, 2.29, 1.57], [4.45, 4.20, -0.33], [5.72, 4.40, -2.43], [5.28, 2.83, -4.29], [3.57, 1.07, -4.06], [2.29, 0.86, -1.95], [2.11, 4.62, 2.38], [3.56, 5.28, 4.27], [5.60, 3.99, 4.77], [6.19, 2.01, 3.41], [4.75, 1.35, 1.52], [-3.60, -6.49, 0.59], [-4.20, -5.25, -0.05], [-3.24, -4.53, -1.01], [-2.08, -3.85, -0.30], [-2.57, -2.75, 0.53], [-1.93, -2.23, 1.56], [-0.38, -2.88, 2.04], [-2.47, -1.25, 2.27], [-3.64, -0.46, 1.87], [-4.98, -1.09, 2.23], [-6.14, -0.16, 1.89], [-7.49, -0.75, 2.27], [-4.32, -6.98, 1.24], [-2.72, -6.25, 1.19], [-3.30, -7.21, -0.18], [-4.54, -4.56, 0.73], [-5.10, -5.53, -0.62], [-3.81, -3.79, -1.59], [-2.83, -5.25, -1.71], [-1.32, -3.48, -0.99], [-1.57, -4.57, 0.34], [-3.51, -2.40, 0.34], [-2.00, -1.04, 3.14], [-3.57, -0.27, 0.80], [-3.55, 0.51, 2.37], [-5.00, -1.32, 3.30], [-5.12, -2.04, 1.71], [-6.12, 0.06, 0.82], [-5.99, 0.79, 2.41], [-7.68, -1.68, 1.74], [-8.29, -0.06, 2.03], [-7.54, -0.95, 3.34], [-1.02, 1.93, -3.67], [-1.58, 0.60, -3.45], [-1.42, -0.17, -2.37], [-0.48, 0.36, -0.85], [-2.08, -1.32, -2.58], [-2.65, -1.32, -3.84], [-3.39, -2.27, -4.53], [-3.83, -1.91, -5.79], [-3.54, -0.65, -6.34], [-2.80, 0.28, -5.65], [-2.35, -0.08, -4.39], [-0.38, 2.18, -2.83], [-1.83, 2.66, -3.74], [-0.45, 1.93, -4.59], [-2.01, -2.11, -1.96], [-3.62, -3.24, -4.11], [-4.41, -2.62, -6.37], [-3.92, -0.41, -7.32], [-2.57, 1.25, -6.08]], "relative_energy_ev": 0.412, "multiplicity": 2, "total_charge": 2, "e_tot_ev": -167933.1525, "s2": 0.768, "homo_lumo_gap_ev": [6.28, 5.99]}

Record 3
{"formula": "C48H54MnN4PS2", "method": "ωB97M-V with the def2-TZVPD basis set", "species": ["Mn", "C", "C", "C", "C", "C", "C", "C", "N", "C", "C", "C", "C", "C", "C", "C", "C", "C", "C", "N", "C", "C", "C", "N", "C", "C", "C", "C", "C", "C", "C", "C", "C", "C", "C", "C", "C", "C", "N", "C", "C", "H", "H", "H", "H", "H", "H", "H", "H", "H", "H", "H", "H", "H", "H", "H", "H", "H", "H", "H", "H", "H", "H", "H", "H", "H", "H", "H", "H", "H", "H", "H", "H", "H", "H", "H", "H", "H", "H", "H", "H", "H", "H", "H", "H", "S", "P", "S", "C", "C", "C", "C", "C", "C", "C", "C", "C", "C", "C", "C", "H", "H", "H", "H", "H", "H", "H", "H", "H", "H"], "coordinates": [[-0.04, -0.13, 0.34], [-6.02, -2.02, 1.39], [-5.45, -0.66, 1.83], [-4.25, -0.23, 1.04], [-4.22, 0.62, -0.01], [-5.38, 1.30, -0.68], [-5.64, 2.68, -0.06], [-2.83, 0.83, -0.34], [-2.04, 0.09, 0.49], [-2.88, -0.58, 1.33], [-2.48, -1.41, 2.35], [-1.17, -1.62, 2.74], [-0.78, -2.36, 3.92], [-1.74, -3.06, 4.83], [-2.38, -2.11, 5.84], [0.57, -2.24, 4.02], [1.00, -1.47, 2.88], [2.32, -1.27, 2.54], [2.76, -0.61, 1.41], [1.96, 0.06, 0.53], [2.80, 0.67, -0.36], [2.41, 1.57, -1.33], [1.11, 1.96, -1.57], [0.00, 1.40, -0.99], [-1.07, 2.05, -1.53], [-2.40, 1.76, -1.26], [-0.63, 3.07, -2.45], [0.73, 3.00, -2.48], [1.67, 3.91, -3.20], [2.11, 5.07, -2.29], [-1.53, 3.99, -3.22], [-2.01, 3.36, -4.53], [4.17, 0.33, -0.07], [4.15, -0.46, 1.04], [5.30, -1.07, 1.77], [5.73, -0.23, 2.98], [5.36, 0.81, -0.83], [5.50, 0.16, -2.21], [-0.07, -1.10, 2.12], [1.46, -2.73, 5.12], [1.84, -1.60, 6.08], [-6.89, -2.28, 1.99], [-5.27, -2.79, 1.51], [-6.32, -1.99, 0.34], [-5.19, -0.71, 2.89], [-6.23, 0.10, 1.73], [-6.27, 0.68, -0.58], [-5.17, 1.40, -1.75], [-5.83, 2.57, 1.01], [-6.51, 3.16, -0.51], [-4.78, 3.33, -0.18], [-3.26, -1.89, 2.93], [-1.21, -3.86, 5.36], [-2.51, -3.54, 4.23], [-1.61, -1.66, 6.48], [-3.09, -2.63, 6.48], [-2.90, -1.30, 5.33], [3.08, -1.69, 3.18], [3.18, 2.04, -1.92], [-3.15, 2.31, -1.80], [1.19, 4.31, -4.10], [2.55, 3.36, -3.53], [1.25, 5.66, -1.98], [2.82, 5.72, -2.80], [2.58, 4.68, -1.39], [-0.98, 4.91, -3.45], [-2.38, 4.27, -2.60], [-1.15, 3.12, -5.17], [-2.66, 4.04, -5.07], [-2.55, 2.43, -4.34], [6.14, -1.18, 1.09], [5.03, -2.08, 2.10], [6.03, 0.77, 2.65], [6.56, -0.69, 3.50], [4.90, -0.11, 3.68], [6.26, 0.61, -0.25], [5.29, 1.90, -0.96], [5.63, -0.92, -2.12], [6.37, 0.57, -2.73], [4.62, 0.34, -2.83], [2.37, -3.17, 4.69], [0.95, -3.52, 5.67], [2.34, -0.79, 5.55], [2.51, -1.97, 6.86], [0.95, -1.20, 6.56], [-0.05, -4.94, -2.73], [0.14, -3.97, -1.04], [0.00, -1.95, -1.28], [-1.15, -4.54, 0.13], [-2.47, -4.27, -0.24], [-3.52, -4.85, 0.45], [-3.27, -5.65, 1.56], [-1.96, -5.91, 1.93], [-0.90, -5.39, 1.20], [1.74, -4.33, -0.23], [2.70, -5.10, -0.87], [3.86, -5.47, -0.21], [4.06, -5.08, 1.11], [3.12, -4.28, 1.75], [1.97, -3.90, 1.08], [-2.66, -3.63, -1.10], [-4.53, -4.70, 0.11], [-4.09, -6.08, 2.11], [-1.76, -6.56, 2.78], [0.10, -5.66, 1.47], [2.52, -5.42, -1.89], [4.60, -6.07, -0.71], [4.94, -5.41, 1.65], [3.27, -3.98, 2.78], [1.24, -3.26, 1.56]], "multiplicity": 5, "total_charge": 0, "e_tot_ev": -118897.9934, "s2": 6.050, "homo_lumo_gap_ev": [5.79, 5.64]}

Record 4
{"formula": "C48H55KN10OP2S2", "method": "ωB97M-V with the def2-TZVPD basis set", "species": ["K", "S", "P", "C", "P", "S", "C", "C", "C", "C", "C", "C", "C", "C", "C", "C", "C", "C", "C", "C", "C", "C", "C", "C", "C", "C", "C", "C", "C", "C", "H", "H", "H", "H", "H", "H", "H", "H", "H", "H", "H", "H", "H", "H", "H", "H", "H", "H", "H", "H", "N", "C", "C", "N", "C", "C", "N", "C", "C", "N", "H", "H", "H", "H", "H", "H", "C", "C", "N", "O", "H", "H", "H", "H", "H", "C", "N", "C", "C", "C", "C", "C", "C", "C", "C", "H", "H", "H", "H", "H", "H", "H", "H", "H", "H", "H", "H", "C", "N", "C", "N", "C", "N", "C", "N", "C", "C", "H", "H", "H", "H", "H", "H", "H", "H", "H", "H", "H", "H"], "coordinates": [[-1.24, 0.36, -0.32], [-1.38, -2.62, -0.98], [-0.68, -2.63, 0.87], [0.09, -1.18, 1.34], [0.04, -0.66, 2.96], [0.70, 1.20, 3.16], [-1.58, -0.63, 3.86], [-2.54, 0.21, 3.29], [-3.78, 0.39, 3.87], [-4.09, -0.26, 5.06], [-3.14, -1.08, 5.65], [-1.90, -1.27, 5.05], [1.09, -1.59, 4.18], [1.81, -2.70, 3.76], [2.68, -3.37, 4.62], [2.85, -2.92, 5.92], [2.15, -1.79, 6.35], [1.30, -1.13, 5.48], [-1.94, -3.40, 1.95], [-1.59, -4.22, 3.02], [-2.57, -4.84, 3.79], [-3.91, -4.61, 3.52], [-4.27, -3.75, 2.49], [-3.29, -3.16, 1.70], [0.48, -4.08, 0.71], [0.14, -5.42, 0.84], [1.08, -6.41, 0.57], [2.36, -6.07, 0.16], [2.70, -4.73, 0.00], [1.76, -3.75, 0.28], [-2.29, 0.73, 2.37], [-4.51, 1.04, 3.39], [-5.07, -0.14, 5.51], [-3.37, -1.59, 6.58], [-1.18, -1.91, 5.54], [1.68, -3.04, 2.74], [3.23, -4.24, 4.27], [3.52, -3.43, 6.59], [2.29, -1.43, 7.36], [0.78, -0.23, 5.80], [-0.54, -4.39, 3.24], [-2.28, -5.49, 4.60], [-4.67, -5.09, 4.12], [-5.32, -3.56, 2.28], [-3.55, -2.52, 0.86], [-0.86, -5.70, 1.13], [0.81, -7.45, 0.68], [3.10, -6.84, -0.04], [3.69, -4.45, -0.33], [2.00, -2.69, 0.18], [1.57, 5.83, 0.02], [2.20, 5.32, 1.13], [1.41, 4.30, 1.57], [0.33, 4.17, 0.75], [0.44, 5.09, -0.18], [-0.47, 5.24, -1.29], [-1.50, 4.46, -1.54], [-2.01, 4.86, -2.73], [-1.31, 5.92, -3.22], [-0.32, 6.16, -2.29], [1.96, 6.52, -0.59], [3.12, 5.73, 1.51], [1.55, 3.61, 2.39], [-2.85, 4.35, -3.17], [-1.41, 6.51, -4.12], [0.40, 6.85, -2.39], [-4.79, 3.40, 1.12], [-3.45, 2.71, 0.91], [-2.41, 3.42, 1.36], [-3.36, 1.59, 0.42], [-4.83, 4.31, 0.51], [-4.90, 3.68, 2.17], [-5.60, 2.74, 0.83], [-2.54, 4.38, 1.63], [-1.45, 3.18, 1.14], [1.37, 0.32, -7.29], [0.14, 0.53, -6.57], [-0.15, 1.95, -6.45], [0.18, -0.13, -5.25], [-1.16, -0.07, -4.53], [-2.20, -0.83, -5.07], [-3.47, -0.78, -4.50], [-3.69, 0.05, -3.41], [-2.63, 0.80, -2.90], [-1.33, 0.76, -3.42], [1.30, 0.80, -8.28], [1.53, -0.75, -7.43], [2.25, 0.74, -6.77], [-0.31, 2.38, -7.44], [0.67, 2.50, -5.95], [-1.05, 2.08, -5.85], [0.96, 0.32, -4.62], [0.45, -1.18, -5.43], [-2.02, -1.47, -5.93], [-4.27, -1.39, -4.91], [-4.68, 0.11, -2.97], [-2.84, 1.47, -2.06], [3.25, 0.36, 0.28], [2.43, 1.16, -0.62], [2.09, 0.36, -1.79], [3.30, -0.08, -2.52], [4.11, -0.86, -1.58], [4.49, -0.10, -0.39], [5.22, 1.08, -0.84], [4.44, 1.93, -1.75], [3.20, 2.32, -1.05], [4.05, 1.10, -2.90], [2.66, -0.50, 0.61], [3.51, 0.95, 1.16], [1.47, 0.96, -2.46], [1.52, -0.51, -1.48], [5.02, -1.20, -2.09], [3.53, -1.74, -1.27], [6.13, 0.76, -1.35], [5.50, 1.68, 0.04], [2.59, 2.92, -1.73], [3.46, 2.92, -0.17], [4.96, 0.79, -3.43], [3.44, 1.71, -3.58]], "relative_energy_ev": 1.320, "total_charge": -2, "e_tot_ev": -124191.0959, "homo_lumo_gap_ev": 4.20}